{"formula": "C38H38AsF6N3O4PRuS2", "method": "ωB97M-V with the def2-TZVPD basis set", "symbols": ["Ru", "N", "C", "C", "C", "C", "C", "C", "C", "C", "C", "C", "C", "C", "H", "H", "H", "H", "H", "H", "H", "H", "H", "H", "C", "C", "O", "P", "S", "S", "O", "C", "C", "H", "H", "H", "H", "H", "H", "H", "H", "H", "H", "C", "C", "C", "C", "C", "C", "C", "C", "C", "C", "C", "C", "C", "C", "C", "H", "H", "H", "H", "H", "H", "H", "H", "H", "H", "F", "As", "F", "F", "F", "F", "F", "O", "C", "N", "C", "O", "C", "C", "C", "C", "N", "C", "H", "H", "H", "H", "H", "H", "H", "H"], "positions_angstrom": [[-0.283585, -0.282890, 0.595113], [2.192437, -2.231931, -1.640280], [1.051181, -2.766676, -2.225049], [0.990168, -4.140999, -2.492945], [-0.066974, -4.693184, -3.200397], [-1.108525, -3.882260, -3.632610], [-1.055904, -2.517980, -3.368040], [0.004697, -1.936165, -2.675223], [0.070042, -0.450101, -2.533022], [-0.127874, 0.305770, -3.692450], [-0.017671, 1.683483, -3.688130], [0.358358, 2.333351, -2.523100], [0.557222, 1.596174, -1.363087], [0.356602, 0.204934, -1.318328], [2.718450, -2.878241, -1.079416], [2.049821, -1.352336, -1.172996], [1.801957, -4.775592, -2.143647], [-0.070490, -5.755286, -3.420715], [-1.952243, -4.307255, -4.164669], [-1.866073, -1.876531, -3.705937], [-0.375455, -0.211996, -4.612134], [-0.216354, 2.253748, -4.588168], [0.469032, 3.409882, -2.507399], [0.856976, 2.123459, -0.473744], [1.357439, 1.266592, 5.707146], [-0.014391, 0.618626, 5.594058], [-0.915851, 1.331732, 4.731567], [-0.996067, 1.046540, 3.120438], [0.690250, 1.652717, 2.252617], [-1.470610, -0.873831, 2.905802], [-2.170807, 2.049167, 2.818796], [-3.526751, 1.669577, 2.499717], [-4.347687, 1.458516, 3.757460], [1.943876, 0.751651, 6.475533], [1.251606, 2.320816, 5.979993], [1.883693, 1.213026, 4.759847], [-0.499212, 0.613477, 6.569728], [0.079740, -0.413016, 5.245044], [-3.525902, 0.773394, 1.892778], [-3.910068, 2.483660, 1.899105], [-3.939054, 0.632607, 4.344789], [-5.371372, 1.203750, 3.466651], [-4.364255, 2.362240, 4.371988], [1.201069, -1.455956, 1.081382], [2.042625, -2.243599, 1.570240], [2.984486, -3.062776, 2.113463], [4.310297, -2.497756, 2.439589], [4.456574, -1.112869, 2.615366], [5.697330, -0.551431, 2.873077], [6.836712, -1.346021, 2.945364], [6.715484, -2.715193, 2.745341], [5.472950, -3.284640, 2.493979], [2.640713, -4.485459, 2.320827], [3.173058, -5.236045, 3.379781], [2.858092, -6.579704, 3.539603], [1.989667, -7.208964, 2.655045], [1.410737, -6.464702, 1.632898], [1.727788, -5.123631, 1.471375], [3.572975, -0.486468, 2.552708], [5.779729, 0.521449, 3.014793], [7.807464, -0.903686, 3.138395], [7.597263, -3.347426, 2.770335], [5.405221, -4.345597, 2.299933], [3.814249, -4.747072, 4.102649], [3.284222, -7.139867, 4.364782], [1.754253, -8.261802, 2.770857], [0.709455, -6.936189, 0.952055], [1.282513, -4.551116, 0.662896], [-1.864828, 0.915706, 0.247209], [-3.066333, 2.680902, -1.341902], [-3.168763, 3.800656, -0.000233], [-4.323689, 1.709194, -0.465271], [-4.445739, 3.365367, -2.169985], [-3.220305, 1.275135, -2.709714], [-2.146269, 4.021716, -2.202954], [-6.788384, 1.140468, -2.073350], [-6.204550, 0.005600, -2.685403], [-5.145131, -0.565854, -1.885679], [-5.130482, -1.826289, -1.431666], [-6.019239, -2.658089, -1.634328], [-3.902253, -2.204408, -0.642962], [-4.000628, -3.241642, 0.267826], [-2.869117, -3.645747, 0.951871], [-1.668818, -3.021074, 0.673649], [-1.555775, -2.024454, -0.202388], [-2.659183, -1.615799, -0.841064], [-6.073849, 1.745363, -1.823227], [-5.793488, 0.265128, -3.660940], [-6.980061, -0.741293, -2.798427], [-4.408990, 0.086175, -1.637551], [-4.962665, -3.718924, 0.414296], [-2.908635, -4.440728, 1.686504], [-0.751549, -3.319385, 1.166211], [-2.521666, -0.800121, -1.547900]], "forces_ev_per_angstrom": [[2.62, -3.20, 0.08], [-0.05, -0.16, -0.30], [0.04, -0.04, -0.21], [-0.01, 0.03, 0.09], [-0.03, 0.09, 0.10], [0.01, 0.02, -0.01], [0.09, -0.13, -0.05], [-0.07, 0.15, -0.13], [0.17, -0.23, 0.25], [0.14, -0.02, -0.03], [0.02, 0.05, -0.08], [0.25, -0.12, 0.09], [0.10, -0.09, -0.79], [-0.65, 1.00, 0.73], [0.05, -0.10, 0.12], [-0.07, 0.20, 0.10], [-0.02, 0.05, -0.07], [-0.03, 0.01, 0.07], [0.03, 0.05, 0.01], [0.08, -0.03, 0.05], [0.01, -0.01, -0.03], [-0.04, -0.05, 0.01], [-0.05, 0.00, 0.00], [-0.17, 0.05, 0.26], [-0.21, 0.14, 0.03], [-0.08, 0.09, -0.35], [0.47, 0.03, 0.17], [-0.19, 0.08, 1.15], [-0.35, -0.79, -0.83], [0.16, 0.48, -0.39], [-0.07, 0.01, -0.12], [-0.12, -0.02, 0.25], [0.11, 0.02, -0.02], [-0.05, 0.04, -0.04], [0.05, -0.09, 0.03], [0.08, -0.01, -0.08], [-0.09, -0.06, 0.04], [-0.05, -0.03, 0.01], [0.14, -0.07, -0.17], [0.01, 0.08, -0.11], [-0.03, 0.05, 0.01], [0.04, 0.04, 0.04], [-0.01, -0.06, 0.01], [-3.23, 2.50, -0.83], [1.85, -1.63, 0.91], [-1.08, 0.92, -0.60], [0.44, 0.01, 0.07], [-0.04, -0.08, 0.15], [-0.01, 0.04, -0.01], [-0.09, -0.11, -0.04], [-0.03, 0.01, -0.02], [-0.17, 0.19, -0.02], [0.11, -0.39, 0.14], [-0.07, 0.06, -0.08], [-0.06, 0.02, -0.06], [0.00, 0.10, 0.05], [0.01, 0.01, 0.00], [0.09, -0.01, -0.10], [0.03, -0.01, 0.00], [-0.05, -0.08, -0.02], [-0.05, -0.01, 0.01], [-0.05, 0.02, 0.00], [-0.01, -0.07, 0.04], [0.08, -0.03, -0.05], [0.00, 0.05, -0.01], [0.00, 0.08, 0.00], [0.05, 0.07, 0.01], [0.03, -0.04, 0.03], [0.00, -0.07, -0.08], [-0.68, -0.03, -1.02], [0.03, 0.25, 0.52], [-0.01, -0.28, 0.12], [-0.33, 0.18, -0.02], [0.47, 0.58, 0.53], [0.30, -0.62, -0.13], [0.05, -0.36, -0.10], [0.02, 0.21, 0.30], [-0.16, -0.14, -0.03], [-0.20, 0.08, -0.12], [0.23, 0.17, 0.13], [0.01, -0.09, -0.26], [-0.03, -0.08, 0.10], [-0.03, -0.26, -0.12], [0.22, -0.25, -0.04], [-0.13, 1.24, 0.81], [0.03, 0.11, -0.17], [0.09, 0.08, -0.02], [0.08, 0.12, -0.11], [-0.11, -0.12, -0.02], [0.08, -0.07, -0.02], [0.04, 0.05, 0.00], [0.04, 0.04, -0.04], [-0.02, 0.11, 0.10], [-0.01, 0.02, 0.19]], "charge": -2, "multiplicity": 2, "e_homo_ev": [-2.48, -2.53], "largest_force_ev_per_a": 4.2}